{
  "formula": "C6H12O2",
  "method": "ωB97M-V/def2-TZVPD",
  "homo_lumo_gap_ev": 9.189,
  "total_energy_ha": -386.2498,
  "relative_energy_kcal_mol": 44.18,
  "homo_ev": -8.43,
  "elements": ["C", "C", "O", "C", "C", "C", "C", "H", "H", "H", "H", "H", "H", "H", "H", "H", "H", "O", "H", "H"],
  "xyz": [[1.0625, -2.6015, 1.6980], [-0.0333, -2.0589, 1.1748], [-1.2111, -2.7388, 1.3464], [-0.0871, -0.8066, 0.4191], [-1.1205, -0.4027, -0.3013], [-1.2049, 0.9447, -0.9860], [-1.3932, 0.8486, -2.4985], [1.0282, -3.5091, 2.2800], [2.0285, -2.1602, 1.5638], [-1.9569, -2.1520, 1.1545], [0.7904, -0.1931, 0.5021], [-2.0263, -0.9786, -0.4484], [-2.0448, 1.4544, -0.5092], [-0.3172, 1.5320, -0.7630], [-0.5794, 0.3259, -2.9795], [-2.3453, 0.3735, -2.7219], [-1.5221, 1.8547, -2.8862], [3.5782, 3.2469, 0.9893], [3.2179, 2.9940, 1.8473], [4.1364, 4.0267, 1.1187]],
  "atomic_forces_ev_per_a": [[0.1176, 0.0868, 0.0673], [-0.2661, -0.4879, 0.1899], [-0.3296, 0.1586, -0.1010], [0.0098, -0.5195, 0.2277], [-0.1653, 1.0072, -0.5337], [0.2741, -0.5648, 0.3251], [-0.8284, 0.4677, 0.5739], [-0.1944, -0.0839, -0.0425], [0.2426, 0.3061, -0.1386], [0.2681, -0.1414, 0.0600], [0.2785, 0.2756, -0.0577], [0.0186, -0.4111, 0.1500], [-0.1068, 0.2237, -0.2415], [0.1506, 0.0303, 0.0835], [0.1599, -0.0513, -0.1728], [0.0102, -0.4348, -0.1049], [0.3713, 0.1469, -0.2862], [0.0571, 0.0681, -0.0966], [0.2012, 0.2390, -0.0796], [-0.2691, -0.3153, 0.1777]]
}